{"formula": "C78H60N4O14", "method": "ωB97M-V with the def2-TZVPD basis set", "species": ["O", "O", "O", "O", "O", "O", "O", "O", "O", "O", "O", "O", "O", "O", "N", "N", "N", "N", "C", "C", "C", "C", "C", "C", "C", "C", "C", "C", "C", "C", "C", "C", "C", "C", "C", "C", "C", "C", "C", "C", "C", "C", "C", "C", "C", "C", "C", "C", "C", "C", "C", "C", "C", "C", "C", "C", "C", "C", "C", "C", "C", "C", "C", "C", "C", "C", "C", "C", "C", "C", "C", "C", "C", "C", "C", "C", "C", "C", "C", "C", "C", "C", "C", "C", "C", "C", "C", "C", "C", "C", "C", "C", "C", "C", "C", "C", "H", "H", "H", "H", "H", "H", "H", "H", "H", "H", "H", "H", "H", "H", "H", "H", "H", "H", "H", "H", "H", "H", "H", "H", "H", "H", "H", "H", "H", "H", "H", "H", "H", "H", "H", "H", "H", "H", "H", "H", "H", "H", "H", "H", "H", "H", "H", "H", "H", "H", "H", "H", "H", "H", "H", "H", "H", "H", "H", "H"], "xyz": [[-7.0007, -3.6895, -2.3223], [1.3459, -0.4711, 1.7435], [-4.9134, 1.1226, -3.7814], [-3.1746, 1.4683, -0.0442], [6.6609, -1.9830, -6.0825], [3.0532, 4.5507, -5.9358], [-1.3400, 1.5192, 4.1815], [2.2843, 2.8807, 3.5993], [-0.0141, 0.3690, -4.4878], [0.0728, 5.3212, 7.7637], [1.8286, -2.7274, 4.3520], [-1.4211, -5.4926, 1.0306], [7.5068, -0.7408, -0.8028], [-4.6477, -0.2519, 2.7657], [2.8086, 3.0253, 5.7530], [-2.5485, -0.7611, 3.2057], [-0.1177, 1.0617, 1.5152], [-4.1691, 3.3445, 0.4190], [1.8617, 3.0640, -8.0756], [0.9390, 1.3244, 8.6488], [-6.8414, -0.3017, -3.6057], [7.3344, -0.9395, -2.0201], [0.3361, 0.8035, -7.2335], [-7.7209, 0.7564, -3.8170], [-1.0050, 2.3666, 5.0082], [0.0885, 3.0174, 7.2000], [2.5691, 4.2508, -3.2219], [-1.7198, -4.5115, 5.9166], [-2.0998, 4.1938, 3.6020], [3.5742, -1.0494, -2.3044], [-3.0360, -1.0312, -2.9862], [9.4205, -1.5768, -5.2790], [2.5924, -3.0736, 1.5727], [1.0596, -3.3219, 3.6073], [4.3831, -1.6381, -4.4619], [2.8799, -3.2049, 0.1842], [1.2575, 2.2993, -9.0131], [0.0620, 0.6577, 6.5967], [2.3787, 3.6034, -5.6551], [1.6499, 2.7873, -6.7056], [1.1331, 2.3342, -3.8509], [2.6482, 2.3484, 4.6914], [-6.4948, -2.6862, -2.7881], [-0.8260, -4.7769, 1.6992], [-5.6740, 1.4065, -0.0374], [-2.3189, -2.0974, -2.3817], [-0.2072, -3.9755, 4.0350], [-9.0553, 0.5411, -3.9451], [2.0132, 3.3679, -4.1851], [-1.0531, -4.6577, 3.1509], [8.2937, -1.4198, -4.4146], [10.7412, -1.5310, -4.8072], [2.3201, 3.9573, -1.9001], [-0.5459, -3.9503, 5.4354], [5.7057, -1.4871, -3.9727], [-7.3875, -1.5502, -3.2275], [-9.6165, -0.7289, -3.5810], [-5.0064, -2.4893, -2.7873], [-0.1415, 4.4752, 6.9342], [-0.9686, 6.2156, 5.2810], [2.0104, -3.8631, -0.6741], [-2.8903, -3.3016, -1.9887], [-0.4191, -0.9542, 0.1251], [-4.2693, -3.5082, -2.1734], [-2.5631, -5.2218, 5.0332], [-0.2825, 1.9585, 6.2969], [0.8658, 2.1946, -2.4439], [1.3257, -3.4725, 2.0629], [-1.7276, 6.5410, 4.1706], [0.5261, 1.1612, -8.5778], [10.9107, -1.3344, -3.3962], [-3.7236, -1.0417, 2.6691], [-0.8400, 4.8244, 5.6335], [2.7135, 0.8973, 4.8256], [0.4981, -4.1953, 1.1836], [6.8853, -1.6774, -4.8899], [0.3206, -0.0852, 1.1882], [0.9097, 1.6791, -6.2796], [0.8049, -4.3929, -0.1916], [-4.4467, -1.1959, -3.0986], [-1.3546, 3.8309, 4.7402], [0.6203, 0.2809, 7.8462], [4.8213, -0.8607, -1.7593], [-5.3277, -0.0524, -3.5344], [-4.2394, 2.0206, 0.1864], [-2.2317, -5.2680, 3.6144], [3.3508, -1.4858, -3.6163], [-2.2665, 5.5518, 3.3059], [-8.7523, -1.7615, -3.2075], [9.8193, -1.2405, -2.5554], [0.5883, 1.3594, -4.8400], [5.9310, -1.0793, -2.6269], [0.7450, 2.6659, 8.3820], [1.4619, 2.9665, -1.4930], [-3.9011, -2.3160, 1.8101], [8.4754, -1.1498, -3.0495], [-1.2738, -0.3727, -0.2207], [-1.8572, -1.4974, 3.2073], [-2.2670, -4.0845, -1.5826], [1.3457, 2.7696, -0.4375], [10.1287, -1.0621, -1.5362], [-1.1266, 1.0484, 1.4705], [-0.1942, -0.0798, -6.9094], [0.3520, 1.2785, -2.1923], [3.1589, 0.4506, 5.7145], [2.3776, -1.4936, -4.0844], [11.8498, -1.3098, -2.8634], [3.8403, -2.8386, -0.1474], [-6.0092, 0.9149, 0.8759], [-9.1034, -2.7774, -3.1023], [-2.8691, -5.8110, 2.9323], [0.0846, 0.5024, -9.3108], [-5.0216, 3.7651, 0.7603], [2.7014, 2.6197, 6.6718], [2.3211, 3.9807, -8.4149], [3.3413, 4.9728, -3.4427], [11.5201, -1.7902, -5.5090], [1.8319, 0.3851, 4.4401], [-2.5290, -0.1119, -3.2396], [-3.2804, 3.7359, 0.6965], [-1.2719, -2.0799, -2.1170], [-3.7367, -3.2687, 2.3136], [2.8387, 4.5378, -1.1514], [0.1666, -0.8715, -0.7905], [-4.9669, -2.3820, 1.5917], [1.4535, 1.1414, 9.5806], [-0.2088, -0.0364, 5.8148], [3.2991, -2.4986, 2.1527], [1.0597, 3.2963, 9.2005], [4.3484, -2.0022, -5.4780], [0.8115, -0.7660, 8.0304], [-2.0176, 7.5252, 3.8335], [0.2757, 1.7871, 2.0976], [-2.4255, 3.3795, 2.9717], [5.0009, -0.6315, -0.7193], [0.1810, -3.6611, 6.1799], [9.2467, -1.6480, -6.3426], [2.7557, 4.0158, 5.5630], [2.6844, -0.9007, -1.7106], [-0.5171, 6.9904, 5.8829], [-9.7388, 1.3598, -4.1151], [3.5412, 0.6549, 4.1590], [-3.4094, -5.7686, 5.4219], [-4.6095, -4.4791, -1.8447], [0.1130, -4.8643, -0.8739], [2.2394, -4.0941, -1.7040], [-5.6469, 0.6262, -0.7980], [-1.9911, -4.5603, 6.9609], [1.1287, 2.5841, -10.0469], [-2.3756, 0.0954, 3.7124], [-6.4365, 2.1317, -0.3213], [-3.5043, -2.1380, 0.8106], [-0.7869, -1.9476, 0.3823], [-2.9744, 5.6985, 2.5035], [-10.6691, -0.9182, -3.7310], [-7.2649, 1.7071, -4.0508]], "lowdin_charge": [0.002, 0.010, -0.067, 0.015, 0.060, 0.106, 0.043, -0.014, 0.107, 0.112, 0.081, 0.163, 0.074, 0.014, 0.197, 0.187, 0.193, 0.141, -0.025, -0.100, -0.096, -0.223, 0.018, -0.067, -0.201, -0.087, -0.001, -0.077, 0.000, -0.064, 0.001, -0.007, -0.001, -0.259, -0.012, -0.060, -0.073, -0.009, -0.279, -0.067, -0.060, -0.643, -0.342, -0.360, 0.027, -0.112, -0.078, -0.105, -0.067, -0.100, -0.082, -0.042, -0.080, -0.006, -0.071, -0.111, -0.086, -0.092, -0.302, 0.005, -0.066, -0.117, 0.020, -0.031, -0.025, -0.069, 0.014, -0.070, -0.059, -0.050, -0.069, -0.586, -0.048, -0.014, -0.084, -0.241, -0.600, -0.072, 0.000, -0.087, -0.056, -0.030, -0.004, -0.324, -0.542, 0.014, -0.057, -0.044, -0.048, -0.023, -0.281, -0.058, -0.026, -0.065, 0.024, -0.053, 0.056, 0.097, 0.075, 0.103, 0.110, 0.081, 0.119, 0.106, 0.088, 0.113, 0.097, 0.086, 0.062, 0.104, 0.114, 0.097, 0.095, 0.108, 0.117, 0.114, 0.097, 0.080, 0.094, 0.088, 0.065, 0.059, 0.107, 0.066, 0.081, 0.108, 0.118, 0.112, 0.123, 0.119, 0.114, 0.102, 0.107, 0.105, 0.119, 0.107, 0.110, 0.134, 0.102, 0.113, 0.083, 0.101, 0.095, 0.105, 0.110, 0.103, 0.071, 0.098, 0.105, 0.061, 0.071, 0.075, 0.069, 0.099, 0.078, 0.103], "homo_ev": [-1.907, -5.339], "total_charge": -1, "multiplicity": 2, "lumo_energy_ev": [-0.17, -0.17], "largest_force_ha_per_bohr": 0.132}